Entry 1:
C57H50ClFN2O4P2W | ωB97M-V with the def2-TZVPD basis set

```
118
Properties=species:S:1:pos:R:3:lowdin_charge:R:1
W -0.220 0.523 -1.281 1.646
N -1.034 1.567 0.547 -0.080
C -0.982 3.046 0.529 -0.079
C -0.523 3.521 -0.811 -0.507
O -0.360 4.675 -1.099 0.137
N -0.271 2.473 -1.717 -0.142
C 0.205 2.859 -3.023 -0.075
C 1.291 1.888 -3.387 -0.525
O 2.086 1.970 -4.262 0.173
O 1.227 0.791 -2.547 -0.304
H -2.014 1.281 0.631 0.053
H -0.558 1.203 1.374 0.056
H -0.294 3.415 1.287 0.128
H -1.969 3.465 0.729 0.145
H 0.550 3.893 -3.046 0.147
H -0.583 2.736 -3.781 0.151
C 3.185 -2.582 5.011 -0.010
C 2.090 -1.565 4.656 -0.425
C 1.500 -0.970 5.944 0.000
C 2.694 -0.455 3.806 -0.080
C 3.862 0.200 4.186 0.013
C 4.463 1.159 3.385 -0.029
C 3.907 1.479 2.157 -0.060
C 2.720 0.866 1.760 -0.254
P 2.168 1.062 0.033 1.119
C 2.593 2.786 -0.304 -0.355
C 3.144 3.213 -1.511 -0.089
C 3.386 4.562 -1.731 -0.032
C 3.082 5.495 -0.752 -0.035
C 2.553 5.077 0.462 -0.043
C 2.316 3.733 0.689 -0.119
C 3.290 -0.119 -0.761 -0.351
C 2.878 -1.451 -0.729 -0.121
C 3.693 -2.449 -1.237 -0.055
C 4.932 -2.119 -1.773 -0.048
C 5.353 -0.799 -1.783 -0.041
C 4.539 0.206 -1.275 -0.057
C 2.133 -0.061 2.603 -0.193
O 0.960 -0.591 2.126 -0.050
C 0.491 -1.760 2.677 -0.203
C -0.546 -2.345 1.978 -0.275
C -1.133 -3.498 2.497 -0.063
C -0.665 -4.038 3.681 -0.026
C 0.379 -3.419 4.356 0.012
C 0.983 -2.263 3.874 -0.079
P -1.387 -1.523 0.563 1.147
C -1.854 -2.990 -0.404 -0.407
C -0.864 -3.976 -0.512 -0.113
C -1.108 -5.148 -1.202 -0.041
C -2.352 -5.365 -1.786 -0.039
C -3.328 -4.388 -1.707 -0.061
C -3.075 -3.198 -1.035 -0.136
C -2.796 -0.903 1.572 -0.342
C -2.448 -0.043 2.623 -0.115
C -3.399 0.429 3.509 -0.042
C -4.722 0.019 3.390 -0.044
C -5.068 -0.877 2.394 -0.048
C -4.117 -1.334 1.489 -0.087
H 3.972 -2.116 5.602 0.086
H 3.635 -3.005 4.113 0.106
H 2.781 -3.396 5.610 0.086
H 2.271 -0.455 6.516 0.094
H 1.085 -1.757 6.574 0.094
H 0.705 -0.256 5.722 0.096
H 4.325 -0.056 5.130 0.125
H 5.376 1.639 3.705 0.120
H 4.402 2.192 1.513 0.118
H 3.412 2.508 -2.282 0.093
H 3.821 4.877 -2.670 0.125
H 3.268 6.545 -0.929 0.121
H 2.334 5.800 1.236 0.122
H 1.945 3.419 1.657 0.107
H 1.918 -1.721 -0.288 0.082
H 3.369 -3.480 -1.211 0.113
H 5.572 -2.893 -2.173 0.117
H 6.324 -0.543 -2.185 0.119
H 4.899 1.223 -1.267 0.106
H -1.965 -3.967 1.987 0.122
H -1.120 -4.930 4.084 0.120
H 0.721 -3.843 5.290 0.124
H 0.099 -3.840 -0.034 0.110
H -0.334 -5.899 -1.274 0.118
H -2.550 -6.290 -2.309 0.120
H -4.287 -4.537 -2.182 0.120
H -3.832 -2.428 -1.065 0.083
H -1.410 0.216 2.801 0.095
H -3.103 1.089 4.312 0.118
H -5.466 0.374 4.089 0.120
H -6.084 -1.240 2.317 0.121
H -4.431 -2.050 0.750 0.091
F -5.931 4.591 -0.168 0.097
C -5.073 3.658 -0.592 -0.265
C -4.095 4.017 -1.504 0.033
C -3.198 3.051 -1.923 -0.040
C -3.259 1.739 -1.440 -0.282
C -2.283 0.698 -1.866 -0.247
C -4.303 1.409 -0.577 -0.033
C -5.207 2.362 -0.131 0.028
H -4.056 5.029 -1.882 0.136
H -2.460 3.328 -2.664 0.111
H -1.954 0.883 -2.910 0.083
H -2.712 -0.306 -1.843 0.002
H -4.425 0.385 -0.262 0.092
H -6.017 2.111 0.539 0.129
Cl -3.153 -1.560 -3.850 0.795
C -1.700 -1.088 -4.687 -0.575
C -1.817 -0.841 -6.045 -0.091
C -0.691 -0.537 -6.796 -0.049
C 0.551 -0.510 -6.179 -0.046
C 0.644 -0.749 -4.819 -0.054
C -0.475 -1.013 -4.021 -0.294
C -0.280 -1.265 -2.547 -0.226
H -2.790 -0.911 -6.509 0.111
H -0.788 -0.343 -7.854 0.118
H 1.447 -0.311 -6.748 0.120
H 1.622 -0.746 -4.356 0.118
H 0.749 -1.629 -2.404 0.077
H -0.981 -1.995 -2.162 0.012
```

## Properties
HOMO-LUMO gap = 6.200 eV
Total charge = +2
Energy = -106721.5289 eV

***

Entry 2:
C57H52N8O25 | ωB97M-V with the def2-TZVPD basis set

```
142
Properties=species:S:1:pos:R:3:lowdin_charge:R:1
O -14.615 20.111 -2.992 0.079
N -14.738 20.684 -4.060 -0.358
O -13.875 21.379 -4.524 0.078
C -16.006 20.526 -4.792 -0.162
C -16.992 19.781 -4.219 0.004
C -18.222 19.843 -4.845 -0.026
C -18.417 20.588 -6.033 -0.049
C -17.395 21.303 -6.551 -0.089
C -16.146 21.328 -5.937 -0.007
H -16.804 19.181 -3.355 0.124
H -19.014 19.242 -4.472 0.071
H -19.363 20.524 -6.522 0.100
H -17.475 21.978 -7.401 0.115
H -15.313 21.876 -6.294 0.106
O -19.838 15.803 -0.306 0.056
N -19.352 16.167 -1.344 -0.343
O -18.393 16.827 -1.435 0.116
C -20.119 15.799 -2.647 -0.103
C -19.650 16.262 -3.896 0.020
C -20.371 15.757 -4.995 -0.052
C -21.440 14.857 -4.884 -0.083
C -21.876 14.504 -3.637 -0.066
C -21.230 14.996 -2.464 -0.017
H -18.843 16.938 -4.040 0.082
H -20.109 16.072 -5.995 0.093
H -21.905 14.385 -5.708 0.101
H -22.747 13.782 -3.531 0.117
H -21.525 14.695 -1.478 0.085
O -16.854 16.685 -5.834 0.098
N -16.720 16.183 -6.908 -0.330
O -16.965 15.033 -7.187 0.073
C -16.173 17.065 -8.038 -0.126
C -15.639 18.263 -7.665 0.007
C -15.245 19.145 -8.716 -0.044
C -15.356 18.740 -10.044 -0.079
C -15.837 17.472 -10.366 -0.078
C -16.189 16.574 -9.348 0.004
H -15.675 18.641 -6.645 0.105
H -14.918 20.160 -8.416 0.114
H -15.056 19.370 -10.860 0.104
H -15.966 17.095 -11.344 0.099
H -16.579 15.575 -9.578 0.131
O -19.241 8.108 -4.290 0.073
N -19.635 9.253 -4.147 -0.341
O -20.401 9.598 -3.265 0.054
C -19.033 10.285 -5.014 -0.166
C -19.405 11.609 -4.864 0.018
C -18.791 12.506 -5.790 -0.013
C -17.901 12.022 -6.754 -0.068
C -17.546 10.702 -6.835 -0.046
C -18.171 9.781 -5.976 0.012
H -20.126 11.881 -4.143 0.096
H -19.003 13.559 -5.868 0.083
H -17.397 12.725 -7.385 0.084
H -16.914 10.331 -7.586 0.094
H -18.072 8.720 -6.063 0.111
O -19.901 14.151 2.382 0.084
N -21.056 14.078 2.052 -0.326
O -21.982 14.553 2.711 0.055
C -21.460 13.150 0.934 -0.136
C -22.811 13.052 0.569 -0.018
C -23.171 12.185 -0.403 -0.055
C -22.236 11.328 -0.953 -0.080
C -20.960 11.455 -0.632 -0.077
C -20.552 12.280 0.406 0.007
H -23.551 13.655 1.034 0.108
H -24.126 11.911 -0.766 0.100
H -22.497 10.625 -1.694 0.099
H -20.229 10.793 -1.068 0.101
H -19.549 12.321 0.794 0.123
O -20.852 19.247 -2.815 0.060
N -21.465 19.859 -1.973 -0.329
O -21.380 21.020 -1.681 0.105
C -22.406 19.004 -1.093 -0.120
C -22.806 19.538 0.085 -0.033
C -23.490 18.769 0.977 -0.077
C -23.644 17.439 0.802 -0.067
C -23.171 16.907 -0.389 -0.056
C -22.588 17.697 -1.391 -0.020
H -22.567 20.552 0.285 0.111
H -23.656 19.143 2.009 0.136
H -23.860 16.760 1.608 0.112
H -23.260 15.831 -0.579 0.096
H -22.345 17.290 -2.380 0.105
O -22.559 17.842 -10.048 0.095
N -22.408 18.990 -9.706 -0.345
O -22.009 19.922 -10.328 0.080
C -22.725 19.310 -8.222 -0.102
C -22.773 18.218 -7.362 -0.002
C -23.015 18.477 -6.043 -0.052
C -23.175 19.776 -5.566 -0.056
C -23.065 20.819 -6.426 -0.062
C -22.752 20.625 -7.784 0.010
H -22.808 17.231 -7.712 0.105
H -23.139 17.664 -5.373 0.071
H -23.417 19.887 -4.505 0.116
H -23.238 21.781 -6.121 0.083
H -22.699 21.395 -8.485 0.097
O -24.408 16.245 -3.687 0.064
N -25.036 15.594 -4.484 -0.306
O -24.663 15.495 -5.644 0.055
C -26.363 14.944 -4.118 -0.143
C -27.055 14.267 -5.122 -0.002
C -28.241 13.678 -4.745 -0.062
C -28.791 13.904 -3.483 -0.062
C -27.988 14.515 -2.562 -0.079
C -26.737 15.003 -2.835 -0.018
H -26.568 14.215 -6.067 0.109
H -28.817 13.101 -5.472 0.113
H -29.792 13.545 -3.211 0.119
H -28.374 14.583 -1.556 0.111
H -26.116 15.491 -2.077 0.133
O -25.128 11.913 -3.422 0.133
C -24.516 11.402 -4.333 -0.592
O -23.347 11.888 -4.781 0.040
C -22.913 11.063 -5.861 -0.093
C -23.786 9.822 -5.716 -0.102
O -24.833 10.268 -4.890 0.107
H -23.184 11.558 -6.814 0.144
H -21.842 10.793 -5.835 0.123
H -23.302 9.016 -5.191 0.134
H -24.095 9.523 -6.676 0.119
O -21.423 20.676 2.330 0.133
C -20.760 19.678 2.274 -0.552
O -20.998 18.493 2.843 0.042
C -20.075 17.492 2.356 -0.092
C -18.895 18.299 1.773 -0.064
O -19.615 19.540 1.472 0.023
H -19.892 16.768 3.177 0.135
H -20.656 17.042 1.542 0.097
H -18.487 17.937 0.816 0.112
H -18.137 18.436 2.475 0.102
O -20.372 15.891 -8.666 0.113
C -19.933 16.840 -9.297 -0.579
O -19.736 18.055 -8.774 0.043
C -19.015 18.833 -9.769 -0.089
C -19.250 18.040 -11.014 -0.141
O -19.419 16.719 -10.545 0.069
H -19.512 19.829 -9.864 0.140
H -17.964 18.829 -9.432 0.108
H -18.447 18.146 -11.693 0.115
H -20.205 18.344 -11.502 0.135
```

## Properties
SMILES string = O=[N+]([O-])c1ccccc1.O=[N+]([O-])c1ccccc1.O=[N+]([O-])c1ccccc1.O=[N+]([O-])c1ccccc1.O=[N+]([O-])c1ccccc1.O=[N+]([O-])c1ccccc1.O=[N+]([O-])c1ccccc1.O=[N+]([O-])c1ccccc1.O=C1OCCO1.O=C1OCCO1.O=C1OCCO1
HOMO-LUMO gap = 8.718 eV
Total charge = 0
Energy = -123037.8022 eV